## i
CH3BrClN | ωB97M-V/def2-TZVPD

Element x y z (Å)
C: 0.352 -0.202 -0.014
N: -0.903 0.103 -0.351
Cl: 1.037 -0.645 1.709
Br: 1.425 1.300 -0.607
H: 0.700 -1.193 -0.524
H: -0.948 1.078 -0.184
H: -1.664 -0.442 -0.030

Computed properties:
highest occupied orbital energy = -0.3771 hartree
charge = 0
structure (SMILES) = N[C@H](Cl)Br
Kohn-Sham gap = 10.955 eV

---

## ii
CH3BrClN | ωB97M-V/def2-TZVPD

Element x y z (Å)
C: -1.522 -0.813 0.044
N: -0.683 0.075 -0.133
Cl: -3.259 -0.632 -0.086
Br: 2.659 -0.426 -0.019
H: -1.224 -1.816 0.300
H: -1.012 1.005 -0.376
H: 2.663 0.950 -0.252

Computed properties:
highest occupied orbital energy = -0.3761 hartree
charge = 0
structure (SMILES) = [H]/N=C\Cl.Br
Kohn-Sham gap = 11.142 eV

---

## iii
CH3BrClN | ωB97M-V/def2-TZVPD

Element x y z (Å)
C: 0.743 -0.188 0.041
N: -0.794 0.258 0.658
Cl: -0.990 1.809 -0.106
Br: -1.985 -1.048 -0.046
H: 0.805 -1.235 0.185
H: 0.716 -0.190 -1.010
H: 1.506 0.593 0.278

Computed properties:
highest occupied orbital energy = -0.3570 hartree
charge = 0
structure (SMILES) = CN(Cl)Br
Kohn-Sham gap = 9.455 eV

---

Least stable of them? iii.

---

## i
C18H28N4O5PdSSi | ωB97M-V/def2-TZVPD

Element x y z (Å)
Pd: -0.881 -0.266 -1.237
C: -3.144 -1.199 -2.826
N: -2.489 -1.670 -1.601
C: -3.479 -1.800 -0.529
C: -1.808 -2.960 -1.809
C: -0.529 -2.752 -2.573
C: -0.014 -3.724 -3.421
C: 1.202 -3.523 -4.059
C: 1.887 -2.335 -3.840
C: 1.364 -1.358 -3.000
C: 0.139 -1.531 -2.340
H: -3.970 -1.877 -3.101
H: -2.416 -1.167 -3.635
H: -3.514 -0.187 -2.654
H: -4.219 -2.569 -0.805
H: -3.955 -0.837 -0.368
H: -2.968 -2.082 0.391
H: -2.486 -3.680 -2.298
H: -1.569 -3.345 -0.814
H: -0.565 -4.647 -3.584
H: 1.606 -4.281 -4.722
H: 2.840 -2.166 -4.334
H: 1.913 -0.439 -2.838
C: 0.144 1.022 4.872
N: -0.683 0.107 4.124
C: -0.613 -1.300 4.447
C: -0.866 -1.960 3.080
O: -1.029 -3.162 2.953
N: -0.868 -1.001 2.116
C: -0.744 0.165 2.728
N: -0.674 1.321 2.101
H: -0.148 1.000 5.924
H: 0.017 2.044 4.520
H: 1.212 0.770 4.799
H: -1.361 -1.607 5.180
H: 0.381 -1.590 4.811
H: -0.946 1.404 1.112
H: -0.795 2.176 2.614
C: 2.913 2.315 1.928
Si: 2.957 2.512 0.056
C: 2.655 4.323 -0.340
C: 4.709 2.090 -0.508
C: 1.735 1.468 -0.708
C: 0.720 0.813 -0.917
H: 3.634 2.967 2.431
H: 3.125 1.279 2.204
H: 1.909 2.551 2.286
H: 3.319 4.988 0.222
H: 1.618 4.570 -0.104
H: 2.800 4.510 -1.406
H: 5.458 2.716 -0.014
H: 4.802 2.231 -1.587
H: 4.936 1.044 -0.290
O: -2.345 0.718 -0.115
S: -2.671 2.185 -0.551
O: -1.607 3.027 0.031
O: -2.658 2.191 -2.021
O: -3.983 2.511 0.016

Computed properties:
highest occupied orbital energy = -0.0700 hartree
charge = -2
Kohn-Sham gap = 6.543 eV

---

## ii
C18H28N4O5PdSSi | ωB97M-V/def2-TZVPD

Element x y z (Å)
Pd: 0.138 -0.327 -0.637
C: -1.406 0.673 2.646
N: -0.258 -0.143 2.334
C: 0.833 0.162 3.226
C: -0.565 -1.563 2.318
C: -1.636 -1.891 1.306
C: -2.549 -2.903 1.566
C: -3.565 -3.184 0.666
C: -3.678 -2.425 -0.488
C: -2.761 -1.416 -0.747
C: -1.713 -1.134 0.128
H: -1.783 0.484 3.674
H: -2.195 0.465 1.929
H: -1.124 1.720 2.552
H: 0.579 -0.004 4.296
H: 1.105 1.207 3.091
H: 1.690 -0.452 2.968
H: -0.887 -1.923 3.326
H: 0.359 -2.083 2.041
H: -2.470 -3.488 2.481
H: -4.265 -3.988 0.868
H: -4.482 -2.620 -1.192
H: -2.859 -0.827 -1.652
C: 5.037 -1.006 -1.091
N: 4.361 -0.342 0.010
C: 4.248 1.095 0.004
C: 2.810 1.321 0.553
O: 2.407 2.412 0.921
N: 2.217 0.110 0.677
C: 3.094 -0.825 0.350
N: 2.909 -2.146 0.584
H: 5.787 -0.338 -1.515
H: 4.303 -1.278 -1.861
H: 5.548 -1.904 -0.725
H: 4.355 1.534 -0.992
H: 4.987 1.548 0.680
H: 1.952 -2.417 0.194
H: 3.610 -2.712 0.122
C: -4.413 3.381 -0.425
Si: -2.552 3.888 -0.341
C: -2.393 5.349 -1.601
C: -2.346 4.674 1.407
C: -1.394 2.516 -0.658
C: -0.631 1.568 -0.815
H: -5.095 4.189 -0.162
H: -4.604 2.554 0.252
H: -4.667 3.041 -1.425
H: -3.069 6.176 -1.391
H: -2.604 5.003 -2.610
H: -1.382 5.744 -1.606
H: -2.996 5.530 1.587
H: -1.319 4.995 1.546
H: -2.560 3.930 2.169
O: 0.737 -2.552 -0.715
S: 1.114 -2.000 -2.070
O: 1.640 -3.086 -2.898
O: -0.097 -1.383 -2.651
O: 2.157 -0.959 -1.890

Computed properties:
highest occupied orbital energy (alpha / beta) = -0.0321 / -0.0253 hartree
charge = -2
Kohn-Sham gap (alpha / beta) = 5.831 / 5.646 eV

---

Least stable of them? ii.

---

## i
C22H27N3O3 | ωB97M-V/def2-TZVPD

Element x y z (Å)
C: -7.865 -0.040 -0.283
H: -7.770 0.989 0.052
H: -7.928 -0.046 -1.367
H: -8.773 -0.468 0.132
C: -6.652 -0.850 0.165
C: -6.757 -2.303 -0.299
H: -6.866 -2.332 -1.380
H: -5.865 -2.863 -0.030
H: -7.622 -2.777 0.157
H: -6.581 -0.808 1.262
O: -5.519 -0.214 -0.413
C: -4.273 -0.453 0.061
C: -3.239 0.166 -0.644
C: -1.918 0.041 -0.242
C: -1.610 -0.745 0.868
C: -2.629 -1.375 1.554
C: -3.953 -1.230 1.171
H: -4.717 -1.732 1.744
H: -2.397 -1.994 2.408
H: -0.586 -0.897 1.171
C: -0.883 0.749 -1.042
O: -0.971 0.858 -2.243
C: 0.230 1.409 -0.252
H: 0.507 0.799 0.610
C: -0.287 2.771 0.241
C: 0.828 3.526 0.962
C: 2.062 3.640 0.065
N: 2.480 2.317 -0.348
C: 3.577 1.769 0.224
O: 4.343 2.429 0.912
C: 3.870 0.338 -0.018
N: 2.968 -0.625 -0.166
N: 3.661 -1.757 -0.259
C: 5.000 -1.563 -0.173
C: 5.170 -0.205 -0.006
H: 6.078 0.347 0.108
C: 5.957 -2.668 -0.248
C: 7.208 -2.622 0.592
C: 7.304 -2.441 -0.886
H: 7.722 -3.239 -1.479
H: 7.512 -1.454 -1.267
H: 7.560 -3.546 1.025
H: 7.349 -1.758 1.222
H: 5.496 -3.638 -0.397
H: 3.174 -2.632 -0.375
C: 1.476 1.628 -1.116
H: 1.857 0.670 -1.462
H: 1.211 2.243 -1.983
H: 2.892 4.101 0.603
H: 1.830 4.234 -0.825
H: 0.484 4.523 1.243
H: 1.104 2.990 1.873
H: -0.625 3.352 -0.621
H: -1.140 2.626 0.907
H: -3.482 0.761 -1.510

Computed properties:
highest occupied orbital energy = -0.3178 hartree
charge = 0
structure (SMILES) = CC(C)Oc1cccc(C(=O)[C@@H]2CCCN(C(=O)c3cc(C4CC4)[nH]n3)C2)c1
Kohn-Sham gap = 9.339 eV

---

## ii
C22H27N3O3 | ωB97M-V/def2-TZVPD

Element x y z (Å)
C: -4.209 -2.612 0.985
H: -3.781 -2.099 1.852
O: -4.005 -1.881 -0.198
C: -2.729 -1.511 -0.532
C: -1.605 -2.015 0.101
C: -0.313 -1.659 -0.291
C: -0.156 -0.772 -1.356
C: -1.265 -0.250 -1.979
C: -2.560 -0.586 -1.584
O: -3.539 0.027 -2.299
C: -4.871 0.087 -1.829
C: -5.017 0.670 -0.445
C: -4.062 1.534 0.072
C: -4.199 2.045 1.351
C: -5.299 1.709 2.120
C: -6.264 0.860 1.603
C: -6.122 0.342 0.329
H: -6.871 -0.328 -0.070
H: -7.127 0.598 2.197
H: -5.406 2.107 3.118
H: -3.444 2.709 1.745
H: -3.204 1.806 -0.526
H: -5.342 -0.901 -1.868
H: -5.372 0.738 -2.557
H: -1.166 0.448 -2.795
H: 0.838 -0.500 -1.670
C: 0.824 -2.208 0.407
N: 2.016 -1.904 0.077
N: 3.047 -2.423 0.755
C: 4.358 -2.106 0.516
O: 5.226 -2.602 1.196
C: 4.598 -1.150 -0.636
N: 4.892 0.194 -0.161
C: 3.787 0.769 0.586
C: 4.191 2.120 1.169
C: 4.613 3.071 0.056
C: 5.730 2.414 -0.744
H: 6.027 3.044 -1.585
H: 6.598 2.264 -0.100
C: 5.269 1.057 -1.266
H: 6.085 0.577 -1.811
H: 4.425 1.200 -1.968
H: 4.950 4.021 0.474
H: 3.761 3.272 -0.598
H: 3.353 2.534 1.734
H: 5.028 1.968 1.852
H: 3.532 0.090 1.402
H: 2.890 0.889 -0.050
H: 5.482 -1.509 -1.171
H: 3.725 -1.171 -1.309
H: 2.871 -3.072 1.529
H: 0.619 -2.893 1.240
H: -1.718 -2.714 0.915
H: -5.290 -2.674 1.105
H: -3.796 -3.624 0.912

Computed properties:
highest occupied orbital energy = -0.2906 hartree
charge = 0
structure (SMILES) = COc1cc(/C=N/NC(=O)CN2CCCCC2)ccc1OCc1ccccc1
Kohn-Sham gap = 8.354 eV

---

Least stable of them? ii.